[1]
{
  "formula": "C22H25F2N5",
  "method": "wB97M-V/def2-TZVPD",
  "orbital_gap_ha": 0.3464,
  "smiles": "Fc1ccccc1.Fc1ccccc1.CC#N.CC#N.CC#N.CC#N.CC#N",
  "homo_ev": -9.2,
  "charge": 0,
  "e_lumo_ev": 0.2,
  "elements": ["F", "C", "C", "C", "C", "C", "C", "H", "H", "H", "H", "H", "F", "C", "C", "C", "C", "C", "C", "H", "H", "H", "H", "H", "C", "C", "N", "H", "H", "H", "C", "C", "N", "H", "H", "H", "C", "C", "N", "H", "H", "H", "C", "C", "N", "H", "H", "H", "C", "C", "N", "H", "H", "H"],
  "xyz": [[3.333, -3.444, 1.916], [3.046, -2.963, 0.670], [1.854, -3.345, 0.045], [1.507, -2.848, -1.213], [2.329, -1.875, -1.820], [3.563, -1.554, -1.189], [3.909, -2.075, 0.056], [1.192, -3.983, 0.612], [0.541, -3.099, -1.626], [2.072, -1.466, -2.786], [4.213, -0.791, -1.592], [4.745, -1.798, 0.680], [-2.046, 4.155, 0.494], [-0.789, 4.097, -0.120], [0.372, 4.260, 0.598], [1.594, 4.089, 0.040], [1.700, 3.880, -1.335], [0.512, 3.787, -2.114], [-0.693, 3.808, -1.466], [0.348, 4.545, 1.639], [2.451, 4.169, 0.694], [2.706, 3.841, -1.726], [0.472, 3.608, -3.178], [-1.596, 3.618, -2.027], [1.598, 0.056, 3.044], [2.493, 0.909, 2.363], [3.218, 1.638, 1.820], [2.079, -0.741, 3.611], [0.987, -0.579, 2.402], [1.011, 0.659, 3.737], [-2.445, -4.720, 1.062], [-1.278, -4.905, 1.925], [-0.322, -5.045, 2.568], [-3.308, -4.472, 1.678], [-2.649, -5.673, 0.572], [-2.255, -4.061, 0.215], [-2.801, 0.299, 2.906], [-1.879, 1.434, 3.257], [-1.215, 2.356, 3.603], [-2.242, -0.635, 2.968], [-3.317, 0.375, 1.949], [-3.493, 0.317, 3.748], [0.003, 0.462, -0.615], [-0.765, -0.590, 0.051], [-1.326, -1.387, 0.582], [1.040, 0.155, -0.752], [-0.011, 1.411, -0.080], [-0.577, 0.635, -1.521], [-3.551, 0.897, -4.686], [-2.932, -0.024, -3.773], [-2.415, -0.753, -3.053], [-4.641, 0.880, -4.666], [-3.166, 0.583, -5.656], [-3.175, 1.904, -4.511]],
  "lowdin_charge": [0.041, -0.269, -0.017, -0.086, -0.098, -0.077, -0.028, 0.083, 0.100, 0.097, 0.099, 0.118, 0.015, -0.244, -0.048, -0.104, -0.061, -0.080, -0.070, 0.120, 0.099, 0.098, 0.101, 0.111, -0.077, -0.283, 0.144, 0.092, 0.070, 0.070, -0.081, -0.282, 0.127, 0.082, 0.077, 0.063, -0.077, -0.245, 0.119, 0.055, 0.076, 0.075, -0.032, -0.292, 0.171, 0.071, 0.066, 0.062, -0.067, -0.287, 0.146, 0.090, 0.088, 0.082]
}

---

[2]
{
  "formula": "C5H9NO",
  "method": "wB97M-V/def2-TZVPD",
  "orbital_gap_ha": 0.3831,
  "smiles": "C[C@H]1N[C@H]1[C@H]1CO1",
  "homo_ev": -9.3,
  "charge": 0,
  "e_lumo_ev": 1.1,
  "elements": ["C", "C", "N", "C", "C", "C", "O", "H", "H", "H", "H", "H", "H", "H", "H", "H"],
  "xyz": [[-0.077, 1.956, -0.542], [0.418, 1.241, 0.692], [-0.458, 0.354, 1.463], [0.660, -0.223, 0.725], [0.385, -1.100, -0.462], [-0.478, -2.277, -0.336], [-0.941, -1.091, -0.975], [0.766, 2.322, -1.139], [-0.685, 2.825, -0.264], [-0.684, 1.303, -1.174], [1.055, 1.851, 1.333], [-1.308, 0.181, 0.923], [1.469, -0.599, 1.353], [1.158, -1.116, -1.231], [-0.339, -3.135, -0.993], [-0.940, -2.493, 0.626]],
  "lowdin_charge": [-0.050, -0.316, 0.068, -0.247, -0.262, -0.100, -0.061, 0.079, 0.078, 0.071, 0.128, 0.094, 0.139, 0.148, 0.111, 0.120]
}

---

[3]
{
  "formula": "C8H14O2",
  "method": "wB97M-V/def2-TZVPD",
  "orbital_gap_ha": 0.3205,
  "smiles": "C/C(C=O)=C(/O)C(C)(C)C",
  "homo_ev": -8.4,
  "charge": 0,
  "e_lumo_ev": 0.4,
  "elements": ["C", "C", "C", "O", "C", "O", "C", "C", "C", "C", "H", "H", "H", "H", "H", "H", "H", "H", "H", "H", "H", "H", "H", "H"],
  "xyz": [[-1.716, -1.688, -0.177], [-1.710, -0.222, 0.031], [-2.928, 0.480, 0.198], [-4.069, 0.106, 0.227], [-0.480, 0.646, -0.028], [-0.730, 1.956, 0.181], [0.954, 0.106, 0.074], [1.818, 1.378, -0.179], [1.340, -0.721, -1.167], [1.100, -0.517, 1.386], [-1.104, -1.858, -1.031], [-1.212, -2.232, 0.583], [-2.692, -2.081, -0.206], [-2.739, 1.611, 0.104], [-0.088, 2.589, -0.100], [2.815, 1.130, -0.287], [1.521, 1.895, -1.053], [1.761, 2.148, 0.639], [2.372, -1.094, -0.993], [0.800, -1.662, -1.479], [1.524, -0.016, -1.919], [2.207, -0.881, 1.477], [0.949, 0.168, 2.217], [0.305, -1.241, 1.502]],
  "lowdin_charge": [-0.044, -0.153, -0.303, 0.038, -0.137, 0.034, -0.535, -0.055, -0.031, -0.037, 0.053, 0.062, 0.072, 0.135, 0.089, 0.065, 0.076, 0.114, 0.096, 0.099, 0.059, 0.136, 0.096, 0.071]
}

---

[4]
{
  "formula": "C49H50BrN7O4SY",
  "method": "wB97M-V/def2-TZVPD",
  "orbital_gap_ha": 0.2043,
  "homo_ev": -8.8,
  "charge": 1,
  "e_lumo_ev": -3.3,
  "elements": ["Y", "C", "C", "C", "C", "C", "N", "C", "C", "C", "N", "C", "C", "C", "C", "C", "C", "C", "C", "N", "C", "C", "C", "N", "C", "C", "C", "C", "O", "C", "O", "H", "H", "H", "H", "H", "H", "H", "H", "H", "H", "H", "H", "H", "H", "H", "H", "H", "H", "H", "H", "H", "H", "H", "H", "H", "H", "H", "H", "C", "N", "C", "C", "N", "C", "S", "H", "H", "H", "H", "H", "H", "C", "C", "C", "C", "C", "C", "C", "C", "H", "H", "H", "H", "H", "C", "C", "C", "C", "N", "C", "C", "H", "H", "H", "H", "H", "H", "H", "Br", "C", "C", "C", "C", "C", "C", "C", "O", "O", "H", "H", "H", "H"],
  "xyz": [[0.228, -0.182, 0.602], [0.449, 6.577, -2.674], [0.214, 5.170, -2.201], [-0.405, 4.229, -2.966], [-0.710, 2.932, -2.456], [-1.245, 1.869, -3.166], [-1.305, 1.659, -4.473], [-0.657, 2.415, -5.537], [-0.086, 1.490, -6.618], [1.182, 0.747, -6.172], [0.884, -0.210, -5.118], [1.333, -0.193, -3.872], [2.472, 0.401, -3.346], [3.659, 0.736, -4.058], [4.786, 1.138, -3.404], [6.071, 1.447, -4.122], [4.764, 1.185, -1.985], [3.659, 0.879, -1.235], [3.767, 0.862, 0.218], [2.886, 0.459, 1.040], [3.273, 0.452, 2.447], [2.155, 0.937, 3.369], [1.499, 2.244, 2.954], [0.881, 2.200, 1.628], [0.935, 3.287, 0.972], [0.380, 3.569, -0.344], [0.661, 4.785, -0.912], [-0.459, 2.625, -1.052], [-0.928, 1.605, -0.514], [2.424, 0.567, -1.905], [1.327, 0.522, -1.316], [0.138, 6.707, -3.710], [1.505, 6.840, -2.591], [-0.115, 7.282, -2.061], [-0.751, 4.510, -3.952], [-1.622, 1.051, -2.555], [-1.806, 0.839, -4.774], [0.155, 2.995, -5.098], [-1.370, 3.109, -5.990], [0.172, 2.097, -7.486], [-0.853, 0.775, -6.936], [1.898, 1.467, -5.787], [1.628, 0.237, -7.029], [0.131, -0.850, -5.320], [0.708, -0.715, -3.149], [3.707, 0.565, -5.126], [5.938, 1.452, -5.202], [6.832, 0.704, -3.874], [6.456, 2.421, -3.814], [5.683, 1.451, -1.472], [4.738, 1.206, 0.595], [4.180, 1.052, 2.598], [3.504, -0.585, 2.711], [2.570, 1.077, 4.369], [1.385, 0.173, 3.437], [2.219, 3.071, 3.014], [0.697, 2.442, 3.671], [1.480, 4.138, 1.399], [1.245, 5.505, -0.345], [-4.612, 0.853, 6.030], [-3.694, -0.180, 5.616], [-3.886, -1.539, 5.816], [-2.860, -2.179, 5.226], [-2.049, -1.210, 4.672], [-2.553, 0.020, 4.904], [-1.894, 1.484, 4.435], [-5.001, 0.621, 7.020], [-5.444, 0.932, 5.328], [-4.083, 1.803, 6.054], [-4.732, -1.917, 6.362], [-2.627, -3.227, 5.167], [-1.234, -1.376, 4.087], [0.308, -1.552, 2.343], [0.672, -2.334, 3.209], [1.144, -3.215, 4.235], [2.137, -2.771, 5.114], [2.630, -3.613, 6.096], [2.142, -4.907, 6.216], [1.164, -5.357, 5.341], [0.664, -4.520, 4.357], [2.526, -1.766, 5.008], [3.401, -3.261, 6.769], [2.529, -5.563, 6.985], [0.792, -6.370, 5.423], [-0.086, -4.878, 3.664], [-6.494, 0.471, 0.234], [-5.057, 0.251, 0.603], [-4.464, -1.005, 0.517], [-3.127, -1.145, 0.837], [-2.350, -0.131, 1.224], [-2.923, 1.071, 1.328], [-4.256, 1.301, 1.038], [-7.095, -0.413, 0.441], [-6.576, 0.685, -0.834], [-6.910, 1.320, 0.774], [-5.039, -1.866, 0.203], [-2.652, -2.119, 0.799], [-2.291, 1.875, 1.670], [-4.669, 2.295, 1.152], [1.329, -4.961, 0.682], [0.225, -4.956, -0.858], [-0.139, -6.206, -1.344], [-0.912, -6.313, -2.486], [-1.354, -5.171, -3.133], [-1.031, -3.929, -2.621], [-0.228, -3.788, -1.491], [0.069, -2.383, -1.022], [1.198, -2.109, -0.558], [-0.846, -1.508, -1.121], [0.201, -7.090, -0.823], [-1.161, -7.293, -2.869], [-1.948, -5.254, -4.033], [-1.399, -3.026, -3.094]],
  "lowdin_charge": [1.504, -0.044, -0.262, 0.010, -0.106, 0.001, 0.058, -0.161, -0.145, -0.159, 0.059, 0.003, -0.103, 0.014, -0.259, -0.045, 0.044, -0.092, -0.084, 0.025, -0.200, -0.190, -0.217, 0.012, -0.093, -0.097, 0.044, -0.306, -0.114, -0.279, -0.105, 0.078, 0.084, 0.088, 0.112, 0.151, 0.148, 0.117, 0.131, 0.124, 0.119, 0.113, 0.131, 0.151, 0.137, 0.117, 0.078, 0.088, 0.084, 0.131, 0.130, 0.115, 0.122, 0.124, 0.050, 0.119, 0.072, 0.130, 0.131, -0.040, -0.131, -0.058, -0.071, 0.081, -0.803, 0.608, 0.093, 0.095, 0.054, 0.120, 0.114, 0.083, -0.151, -0.160, -0.263, -0.032, -0.078, -0.084, -0.079, -0.064, 0.104, 0.105, 0.104, 0.105, 0.100, -0.041, -0.263, -0.016, -0.129, 0.001, -0.188, -0.012, 0.082, 0.088, 0.081, 0.115, 0.111, 0.062, 0.118, 0.846, -0.582, -0.132, -0.075, -0.080, -0.039, -0.149, -0.652, -0.095, -0.105, 0.097, 0.110, 0.103, 0.107]
}